Record 1
DFT (the ωB97M-V functional and the def2-TZVPD basis) results for 3 unconnected molecules or ions with the total composition C36H72N3O5Si at a distorted geometry.

The geometry in XYZ format:
```
117
Properties=species:S:1:pos:R:3:forces:R:3
C 6.12339 0.46323 5.54237 0.4 0.9 -0.4
C 4.72570 0.78225 4.81995 0.8 1.5 1.1
O 3.72928 -0.26344 4.93055 0.9 -0.4 -1.4
C 4.00217 -1.38024 4.05724 2.1 0.0 0.6
N 3.13575 -1.46196 2.84571 0.5 1.6 -0.1
C 3.53464 -0.52685 1.79337 -0.7 0.8 0.2
N 4.20177 -1.06424 0.75020 -0.7 1.7 1.5
Si 4.60810 -2.83758 0.66120 -0.2 -2.8 -0.4
C 3.03720 -3.96714 0.82035 -0.9 0.7 0.6
C 5.84453 -3.41948 2.00026 0.4 -0.5 0.1
C 5.24054 -3.13953 -1.15042 -0.1 0.8 0.0
N 3.17772 0.88863 1.86776 0.0 -4.0 -2.0
C 1.70065 1.07827 2.11129 -1.7 0.2 1.1
C 1.08348 0.11113 3.22316 1.0 -0.2 1.3
C 1.67090 -1.39965 3.16034 -2.1 0.3 -0.6
C 1.23739 -2.28849 4.43876 0.3 -0.7 -1.4
C -0.36888 -2.38053 4.40153 0.3 1.4 0.9
O -0.90816 -3.65329 4.80281 0.4 0.5 -1.7
C -1.05813 -4.55558 3.68497 -0.9 -1.3 0.4
C -2.22240 -4.16344 2.64689 0.9 -0.6 -1.3
O -3.37133 -3.50606 3.24718 1.1 2.3 -1.8
C -3.48578 -2.16339 2.72436 -0.4 3.5 -0.7
C -3.33987 -0.98398 3.71722 -0.5 1.2 -3.0
C -3.40123 0.51771 3.26748 -0.4 -3.8 -2.4
C -3.62611 0.87411 1.74868 0.6 -3.2 1.5
C -3.62991 2.42918 1.36422 -0.9 0.0 0.6
C -2.57386 3.18238 2.31200 -0.5 0.2 0.7
C -5.10934 2.99122 1.80843 0.4 -0.7 -0.2
C -3.49253 2.74963 -0.20401 0.5 -0.5 0.6
C -2.00254 2.72685 -0.79387 0.0 0.6 -1.9
C -2.17143 2.61429 -2.42354 0.1 0.7 0.8
C -1.18090 4.11251 -0.56551 0.6 -1.3 1.5
C -1.11484 1.46708 -0.35748 -0.9 -0.5 0.0
C -3.80840 -0.31600 0.77879 0.6 -0.7 3.1
C -3.74699 -1.81935 1.23827 0.5 2.6 2.2
H 6.89049 0.04408 4.78492 -1.3 0.3 1.4
H 6.04345 -0.16514 6.48907 0.0 0.7 -1.4
H 6.56056 1.48560 5.86285 -0.7 -1.6 -0.5
H 4.96054 1.11407 3.75324 -0.6 -0.7 1.2
H 4.27640 1.70782 5.34642 0.5 -1.6 -0.8
H 5.09507 -1.29229 3.69285 -1.7 -0.2 0.4
H 3.98006 -2.34221 4.69506 -0.5 1.5 -1.3
H 4.48117 -0.42170 -0.01931 -0.3 -0.6 0.8
H 2.26400 -3.63264 0.03392 1.1 -0.9 1.0
H 3.32658 -5.06839 0.73936 -0.4 1.5 -0.2
H 2.51366 -3.83903 1.83995 0.9 -0.2 -1.5
H 5.26235 -3.88254 2.88303 1.0 1.0 -1.2
H 6.59334 -2.62030 2.32042 -1.0 -1.2 -0.2
H 6.44616 -4.28901 1.53607 -0.9 1.4 0.6
H 6.38009 -3.17971 -1.16123 -1.5 -0.1 -0.2
H 4.74250 -4.07452 -1.60125 1.0 1.4 0.8
H 4.90778 -2.24814 -1.78719 0.5 -1.2 0.6
H 3.31887 1.23653 0.89406 0.3 0.1 1.1
H 1.56703 2.15455 2.50392 0.1 -1.7 -1.0
H 1.15732 0.88397 1.12752 0.7 0.6 1.3
H -0.06685 0.07520 3.21363 1.8 0.2 -0.4
H 1.37475 0.52904 4.25384 -0.4 -0.6 -1.5
H 1.12663 -1.88849 2.25969 1.0 0.6 1.3
H 1.67606 -1.91780 5.42250 -0.7 -0.4 -1.3
H 1.65323 -3.34925 4.22443 -0.6 1.6 0.5
H -0.70615 -2.02491 3.36813 0.1 -0.8 1.3
H -0.77156 -1.60639 5.16118 0.5 -1.3 -1.3
H -0.06583 -4.69417 3.13405 -1.3 0.2 0.5
H -1.34759 -5.57803 4.13288 0.6 1.7 -0.5
H -2.62493 -5.10387 2.10458 0.9 1.3 1.1
H -1.72129 -3.53948 1.81109 -1.1 -0.6 1.3
H -3.17913 -1.20084 4.82419 -0.3 0.2 -1.8
H -3.27611 1.28723 4.09270 -0.2 -1.1 -1.4
H -2.38092 4.26267 1.95836 -0.2 -1.8 0.4
H -3.07928 3.28015 3.34878 0.9 -0.1 -1.6
H -1.60542 2.59388 2.49686 -1.3 1.0 -0.6
H -5.68911 3.20017 0.84707 0.6 -0.1 1.5
H -5.65271 2.14478 2.37410 0.7 1.6 -0.7
H -4.97674 3.93142 2.46160 -0.5 -1.5 -1.1
H -4.01005 3.76716 -0.39184 1.1 -1.6 0.2
H -4.09161 1.94924 -0.76926 0.7 1.3 0.8
H -1.16115 2.27476 -2.83081 -1.5 0.3 0.2
H -3.05621 1.96027 -2.72192 1.5 0.6 0.3
H -2.37814 3.66137 -2.84482 0.2 -1.5 0.6
H -1.84952 4.99697 -0.30271 0.9 -1.1 -0.8
H -0.51969 3.92486 0.36934 -0.9 0.6 -1.4
H -0.44673 4.30927 -1.42163 -1.3 -0.1 1.1
H -1.04615 1.35218 0.78527 0.1 0.3 -1.7
H -0.09020 1.51339 -0.86262 -1.3 0.1 0.8
H -1.61935 0.49518 -0.73192 0.8 1.5 0.5
H -3.97167 -0.11132 -0.33180 0.2 -0.4 1.8
H -3.88403 -2.63547 0.44721 0.2 1.3 1.4
C -4.61154 2.58292 -7.50366 -0.2 -0.1 0.0
C -3.53848 1.92570 -6.65201 -0.1 0.1 0.0
O -4.01595 1.46927 -5.39276 0.1 0.1 0.2
C -5.03671 0.48122 -5.42313 0.1 -0.1 0.0
C -4.60994 -0.80957 -6.10050 0.1 0.0 -0.2
H -5.11724 3.37369 -6.94390 0.1 0.0 0.0
H -4.17151 3.01346 -8.40596 0.0 0.0 0.1
H -5.37334 1.86365 -7.81408 0.1 0.0 -0.1
H -2.76110 2.66419 -6.43885 -0.1 -0.1 0.2
H -3.05182 1.10779 -7.19377 -0.1 0.0 -0.1
H -5.94530 0.88515 -5.87913 0.0 0.0 -0.1
H -5.28379 0.26311 -4.37965 0.1 0.2 0.0
H -4.42738 -0.66098 -7.16771 -0.1 -0.1 0.0
H -5.38826 -1.56957 -5.99846 0.1 0.1 0.0
H -3.68428 -1.18979 -5.66016 -0.1 0.0 0.0
C 3.41974 0.43031 -3.73618 0.1 0.0 -0.2
C 1.93182 0.65627 -3.52952 0.0 0.1 -0.1
O 1.44118 1.82446 -4.16079 0.0 0.1 0.3
C 1.56199 1.88237 -5.57586 -0.2 0.0 -0.2
C 0.80323 0.77783 -6.29045 0.0 -0.2 0.1
H 3.99016 1.31867 -3.45202 -0.1 0.0 0.0
H 3.75614 -0.41787 -3.13371 0.0 0.0 0.0
H 3.65522 0.21337 -4.78047 0.0 -0.1 0.1
H 1.74475 0.78459 -2.45927 -0.2 0.2 -0.1
H 1.35331 -0.21819 -3.84497 0.1 -0.1 0.0
H 2.61565 1.89308 -5.87016 0.0 -0.1 0.0
H 1.14563 2.84688 -5.88015 0.1 -0.1 0.3
H 1.23339 -0.20496 -6.08041 0.0 0.0 -0.1
H 0.83473 0.93079 -7.37169 0.0 0.0 0.1
H -0.24089 0.75369 -5.96692 0.1 0.1 0.0
```
Positions in Å, forces in eV/Å.

Charge: +1
Relative energy (zero: lowest compared OMol25 entry of this formula, charge and spin) (eV): 0.0000
Orbital gap (eV): 6.58

Record 2
DFT (the ωB97M-V functional and the def2-TZVPD basis) results for a molecular structure, C36H72NO10Rb2 at a distorted geometry.

The geometry in XYZ format:
```
121
Properties=species:S:1:pos:R:3:forces:R:3
Rb 2.86637 -2.42868 -3.16887 -0.4 0.7 0.5
Rb -0.56805 -5.25027 -1.72921 0.0 0.4 0.5
C 0.93722 0.77869 -1.88973 -0.9 -0.7 -0.1
C 0.36295 0.40596 -0.50153 -1.1 -0.3 -0.2
C -0.66155 1.52789 -0.04662 0.7 -1.1 -0.5
C -1.49674 1.12509 1.14685 -1.1 -0.8 -0.4
C -2.30717 -0.22977 0.92874 2.4 1.6 -0.5
C -1.36584 -1.36530 0.41126 0.7 0.2 2.7
N -0.42377 -0.90124 -0.62393 -0.5 0.9 -1.5
O 0.29106 -1.93743 -1.30413 0.1 -0.3 0.5
C -2.36066 -2.49355 -0.05963 1.5 0.5 -0.4
C -0.49206 -1.79172 1.70462 -0.3 -0.6 -0.8
C 1.50085 0.44958 0.51370 0.0 -0.6 0.8
H 0.18834 0.56825 -2.65327 -0.4 0.3 0.0
H 1.76324 0.15974 -2.23999 0.3 0.2 0.6
H 1.21024 1.83354 -1.91904 0.2 0.0 0.0
H -1.31598 1.78638 -0.87909 0.0 -0.1 -0.1
H -0.08238 2.41021 0.22573 0.1 0.2 -0.2
H -2.23245 1.91338 1.30633 -0.1 0.1 0.2
H -0.89124 1.08688 2.05239 0.0 -0.2 0.1
H -3.06165 -0.06121 0.16033 -0.3 0.1 0.2
H -2.71064 -0.43574 1.92015 -0.4 -0.6 -0.3
H -2.66348 -2.22989 -1.07298 0.2 -0.3 -0.3
H -3.30324 -2.62770 0.47107 0.3 0.4 0.6
H -1.81315 -3.43379 0.00586 -0.2 -0.2 -0.4
H -0.97242 -2.49122 2.38876 -0.5 0.4 0.1
H -0.10897 -0.94257 2.27056 -0.5 0.2 -0.1
H 0.41966 -2.32028 1.42622 0.0 -0.1 -0.6
H 2.26927 1.20229 0.33744 -0.2 0.2 -0.3
H 2.03259 -0.49611 0.61865 -0.1 -0.3 -0.2
H 1.05336 0.67498 1.48171 0.3 0.0 0.2
C -2.20918 -0.83281 -4.11479 -1.1 -0.5 0.8
C -3.56345 -0.21377 -3.88563 -1.6 0.1 -0.9
O -4.55840 -0.74158 -4.40688 1.7 1.6 1.7
C -3.56425 1.12598 -3.02200 -0.2 -1.3 -0.8
H -2.38477 -1.79280 -4.60026 0.2 0.3 -0.7
H -1.90586 -1.13287 -3.11176 1.0 0.5 0.2
H -1.57712 -0.10516 -4.62383 0.3 -0.4 0.2
H -2.57656 1.58695 -3.01334 0.0 0.0 -0.4
H -3.74984 0.91744 -1.96835 -0.3 -0.3 0.0
H -4.32833 1.80248 -3.40494 0.1 0.0 0.1
C -0.17965 -4.99042 2.80970 -0.2 -0.4 0.5
C 0.17645 -6.36222 2.30395 -0.4 -1.1 0.1
O 0.42282 -6.53712 1.12376 0.0 0.2 -0.4
C 0.15297 -7.60989 3.22905 0.0 0.3 -0.2
H -0.54031 -4.35403 2.00159 0.2 -0.3 0.1
H 0.66485 -4.51327 3.30693 0.2 0.0 -0.2
H -0.93616 -5.06198 3.59116 -0.2 0.0 0.0
H 1.14166 -7.77185 3.65840 0.1 0.3 0.2
H -0.03238 -8.54152 2.69444 -0.1 0.3 -0.5
H -0.59007 -7.58750 4.02623 0.2 0.5 0.1
C 4.67732 2.50048 -1.74610 -0.6 -1.8 0.0
C 5.04564 1.29131 -2.67098 -1.7 0.3 -2.5
O 4.21081 0.42308 -3.04434 2.1 1.8 1.6
C 6.45460 1.37886 -3.29179 -0.6 -1.2 1.4
H 3.60081 2.67091 -1.73265 0.0 -0.1 -0.3
H 5.20284 3.44911 -1.85573 0.3 -0.4 -0.3
H 4.86779 2.09176 -0.75374 0.3 0.2 0.4
H 6.51023 2.06913 -4.13353 -0.1 0.3 0.4
H 6.81750 0.40477 -3.61974 -0.3 -0.1 -0.2
H 7.06568 1.64599 -2.42962 0.5 0.6 -0.4
C 2.39353 3.30704 2.59934 0.1 0.4 -1.0
C 3.48780 4.35784 2.32340 -0.6 1.1 -1.3
O 3.50774 5.02780 1.27333 0.0 -1.6 2.3
C 4.52628 4.47375 3.40686 0.5 -0.3 -0.1
H 1.93157 3.01848 1.65518 0.1 0.1 -0.1
H 1.57387 3.75034 3.16478 0.2 0.1 0.4
H 2.77119 2.40409 3.07908 0.1 0.3 0.3
H 5.12156 3.57277 3.25863 0.3 -0.2 0.0
H 4.17116 4.34628 4.42948 -0.4 0.2 -0.1
H 5.20674 5.32305 3.34548 -0.3 0.1 -0.3
C -0.77419 4.28182 -2.44104 -0.3 -1.3 1.1
C 0.38906 5.15215 -2.78754 -0.9 0.3 -1.6
O 0.12628 6.08828 -3.51482 1.0 0.2 0.4
C 1.81825 4.75791 -2.39539 -1.2 1.0 0.0
H -0.42299 3.26234 -2.28161 -0.2 -0.2 -0.1
H -1.61918 4.29511 -3.12945 0.5 0.2 -0.5
H -1.25795 4.54116 -1.49933 0.4 0.3 0.4
H 2.22956 4.07798 -3.14146 -0.1 -0.2 0.1
H 1.77307 4.31876 -1.39879 0.5 0.0 0.0
H 2.36456 5.70030 -2.43470 0.3 -0.2 0.3
C -4.52843 -3.00793 4.13175 -0.8 0.5 -1.3
C -3.43259 -3.10618 5.15335 -0.2 0.1 0.9
O -2.64921 -4.02787 5.14874 0.1 0.0 -0.4
C -3.41293 -2.08966 6.29845 -0.1 -0.5 0.2
H -4.53528 -2.09656 3.53387 0.8 0.4 0.1
H -5.55776 -2.90131 4.47409 0.1 -0.5 0.9
H -4.52924 -3.79824 3.38107 0.3 -0.3 0.4
H -4.37508 -2.13363 6.80879 -0.3 0.3 -0.3
H -3.18548 -1.06625 6.00012 -0.2 0.0 -0.2
H -2.72333 -2.38770 7.08822 0.4 -0.1 -0.4
C 4.92029 -0.92388 2.76800 0.0 -1.5 -0.1
C 3.96699 -0.13271 3.55753 0.3 3.6 1.2
O 4.28261 0.96036 4.03326 0.2 -1.1 -0.6
C 2.61172 -0.62844 3.78175 -1.1 -0.3 -0.4
H 5.16607 -0.48551 1.80077 0.2 0.3 0.3
H 4.46400 -1.89470 2.57458 0.1 -0.2 -0.2
H 5.77710 -1.12294 3.41170 0.3 0.3 -0.4
H 1.88886 0.08206 4.18270 0.6 0.2 0.5
H 2.72941 -1.48888 4.44045 -0.6 -0.4 -0.3
H 2.20594 -0.81781 2.78799 -0.1 -1.0 0.1
C 1.22816 1.71995 -5.38258 0.0 0.5 -0.2
C 1.37171 2.13469 -6.86001 0.2 -1.7 0.7
O 0.46642 2.62942 -7.46821 0.1 0.4 -0.1
C 2.68508 1.64695 -7.48341 0.1 1.8 0.1
H 2.18040 1.47295 -4.91319 0.0 0.0 -0.1
H 0.59277 0.83431 -5.38505 -0.1 -0.1 0.1
H 0.73378 2.48530 -4.78431 -0.1 0.0 -0.1
H 2.91722 2.33615 -8.29533 -0.1 -0.4 -0.5
H 2.71304 0.60626 -7.80634 -0.2 0.1 0.1
H 3.45742 1.87740 -6.74959 0.2 -0.6 0.1
C -7.08075 -1.88807 -0.17208 0.3 0.4 0.3
C -7.20329 -1.01480 1.10246 -3.6 -1.0 0.9
O -8.23881 -1.10606 1.79111 2.4 0.3 -1.4
C -6.05757 -0.13159 1.54115 -0.6 -0.3 -0.6
H -6.72591 -2.87132 0.13681 0.9 0.1 0.1
H -6.45691 -1.36118 -0.89410 0.4 -0.5 0.0
H -7.95868 -2.23147 -0.71928 -0.7 0.9 0.5
H -5.72451 0.43706 0.67292 0.4 0.0 0.1
H -5.28191 -0.81545 1.88580 0.3 0.3 0.0
H -6.39806 0.55444 2.31673 0.1 -0.3 0.0
```
Positions in Å, forces in eV/Å.

Charge: +1
Relative energy (zero: lowest compared OMol25 entry of this formula, charge and spin) (eV): 3.8875
Orbital gap (eV): 4.48

Result set for DFT total energy: -2244.3149 -2269.8555 hartree, one per record in the order listed.